Density functional theory data (ωB97M-V/def2-TZVPD) for 2 unconnected molecules or ions with the total composition C4H12.

## Properties
Maximum force = 1.6 eV Å⁻¹
DFT total energy = -159.57761 Ha

Cartesian coordinates (Å):
C -0.3703 1.6583 1.1891
C -1.5082 1.2956 2.1017
H -0.6000 1.3161 0.1702
H -0.1611 2.7155 1.0154
H 0.6063 1.2124 1.3867
H -2.4700 1.6915 1.7675
H -1.6467 0.2109 2.0752
H -1.4210 1.5753 3.1498
C 0.6552 -1.5490 -0.9317
C 1.2280 -1.4090 -2.3348
H -0.4171 -1.4166 -1.0260
H 0.9508 -2.5063 -0.5007
H 1.0829 -0.8271 -0.2353
H 2.2952 -1.5986 -2.4597
H 1.0119 -0.4218 -2.7514
H 0.7534 -2.1236 -3.0156